# C10H15NO2

A cluster of 2 separate species, C10H15NO2 in total at a distorted geometry (ωB97M-V/def2-TZVPD, OMol25).

Calculated values
Orbital gap ... 9.7 eV
SMILES ... Cc1ccc(O)cc1.CCC(N)=O
HOMO ... -0.3361 Eh
LUMO energy ... 0.57 eV
Electronic energy ... -595.28578 a.u.

Each line ends with the natural charge from an NBO analysis.
Element x y z (Å)
C 0.981 1.783 0.832  -0.51
C -0.098 2.483 1.719  -0.60
C 1.478 2.720 -0.232  0.67
O 1.702 3.901 -0.032  -0.64
N 1.620 2.174 -1.459  -0.83
H 1.765 1.493 1.536  0.23
H 0.614 0.837 0.422  0.21
H 0.001 2.029 2.698  0.20
H 2.104 2.805 -2.074  0.41
H 1.297 1.228 -1.583  0.42
H -1.100 2.242 1.350  0.20
H 0.018 3.562 1.734  0.24
C -1.357 -2.711 1.872  -0.62
C -0.918 -2.080 0.560  -0.02
C -1.850 -1.410 -0.255  -0.18
C 0.353 -2.266 0.068  -0.20
C -1.365 -0.780 -1.380  -0.27
C 0.818 -1.746 -1.136  -0.25
C -0.066 -0.939 -1.829  0.26
O 0.421 -0.131 -2.832  -0.72
H -2.372 -3.058 1.686  0.21
H -1.273 -2.080 2.752  0.22
H -2.914 -1.473 -0.068  0.22
H 1.065 -2.782 0.688  0.21
H -2.016 -0.146 -1.978  0.22
H 1.854 -1.898 -1.404  0.23
H -0.005 -0.177 -3.687  0.50
H -0.757 -3.580 2.034  0.21

# C22H25GeIN3Se3TeV

A structure of composition C22H25GeIN3Se3TeV (ωB97M-V/def2-TZVPD, OMol25).

Calculated values
Multiplicity ... 2
Orbital gap (spin up / spin down) ... 6.6 / 6.5 eV
Charge ... -1
HOMO (spin up / spin down) ... -0.1788 / -0.1695 Eh
LUMO energy (spin up / spin down) ... 1.78 / 1.90 eV
<S²> ... 1.14
Electronic energy ... -11808.61302 a.u.

Each line ends with the natural charge from an NBO analysis.
Element x y z (Å)
V -0.584 0.710 2.137  0.46
Se 1.226 -0.494 3.306  -0.27
Se 2.559 1.284 4.039  -0.17
Te 0.791 2.661 5.167  0.24
Se -0.628 3.038 3.138  -0.52
I -1.905 2.180 0.107  0.42
C -2.801 0.443 -0.651  -0.13
C -3.831 0.573 -1.534  -0.26
C -4.519 -0.584 -1.958  -0.22
C -4.163 -1.802 -1.463  -0.15
C -3.086 -1.942 -0.554  -0.07
C -2.750 -3.215 -0.031  -0.17
C -1.714 -3.341 0.839  -0.21
C -0.957 -2.209 1.212  -0.24
C -1.247 -0.935 0.774  -0.35
C -2.350 -0.804 -0.136  -0.05
H -4.140 1.548 -1.884  0.22
H -5.346 -0.489 -2.650  0.21
H -4.713 -2.691 -1.748  0.21
H -3.343 -4.073 -0.321  0.21
H -1.461 -4.312 1.246  0.21
H -0.117 -2.362 1.881  0.21
N -2.320 -0.075 2.987  -0.54
C -3.352 -0.504 3.299  0.48
C -4.584 -1.049 3.613  -0.59
C -5.217 -1.911 2.688  0.33
N -5.728 -2.616 1.929  -0.41
C -5.198 -0.709 4.847  0.32
N -5.697 -0.433 5.850  -0.39
C 3.261 4.385 -1.993  -0.60
C 3.039 3.598 -0.707  -0.39
C 2.186 2.352 -0.922  -0.40
C 1.947 1.571 0.366  -0.84
Ge 0.787 -0.017 0.079  1.13
C 1.882 -1.636 -0.111  -0.83
C 3.149 -1.396 -0.936  -0.40
C 2.882 -1.171 -2.421  -0.40
C 4.157 -0.882 -3.203  -0.60
H 3.871 5.274 -1.826  0.20
H 2.308 4.708 -2.418  0.20
H 3.763 3.769 -2.743  0.20
H 2.554 4.232 0.041  0.20
H 4.003 3.302 -0.281  0.19
H 2.672 1.712 -1.668  0.19
H 1.225 2.647 -1.359  0.20
H 1.515 2.229 1.125  0.25
H 2.886 1.209 0.796  0.23
H 0.135 0.233 -1.309  -0.19
H 1.266 -2.408 -0.579  0.22
H 2.138 -1.980 0.892  0.24
H 3.818 -2.259 -0.833  0.20
H 3.702 -0.539 -0.536  0.19
H 2.178 -0.345 -2.550  0.20
H 2.384 -2.056 -2.830  0.19
H 4.646 0.020 -2.829  0.20
H 3.953 -0.736 -4.265  0.20
H 4.869 -1.706 -3.109  0.20

# C9H14

A cluster of 2 separate species, C9H14 in total at a distorted geometry (ωB97M-V/def2-TZVPD, OMol25).

Calculated values
Orbital gap ... 10.1 eV
SMILES ... Cc1ccccc1.CC
HOMO ... -0.3327 Eh
LUMO energy ... 1.03 eV
Electronic energy ... -351.31152 a.u.

Each line ends with the natural charge from an NBO analysis.
Element x y z (Å)
C -0.598 -2.595 0.162  -0.61
C -1.627 -2.021 -0.827  -0.61
H -0.081 -1.860 0.760  0.21
H -1.064 -3.355 0.801  0.20
H 0.131 -3.251 -0.327  0.20
H -2.179 -1.226 -0.320  0.20
H -2.410 -2.736 -1.072  0.21
H -1.095 -1.671 -1.707  0.21
C -1.431 1.802 -0.564  -0.64
C 1.390 0.327 1.555  -0.21
C 2.465 0.700 0.798  -0.23
C 0.087 0.785 1.181  -0.23
C -0.093 1.397 -0.020  -0.01
C 2.321 1.475 -0.370  -0.20
C 1.058 1.776 -0.774  -0.21
H 1.565 -0.194 2.486  0.21
H 3.448 0.320 1.057  0.21
H -0.665 0.395 1.858  0.21
H 3.164 1.774 -0.975  0.21
H -1.543 1.332 -1.538  0.22
H -1.516 2.890 -0.628  0.22
H 0.903 2.347 -1.685  0.21
H -2.231 1.590 0.150  0.22

The following energy above the lowest of the compared OMol25 structures with the same formula, charge and spin values (in kcal per mole) correspond, in order, to the records above: 12.5; 7.3; 11.7.
The following M values (in g mol⁻¹) correspond, in order, to the records above: 181.235; 946.401; 122.211.